Record 1
C27H33BrMnN3O6S as an isolated structure. Source: the Open Molecules 2025 dataset; level of theory: ωB97M-V/def2-TZVPD.

Calculated values
Multiplicity: 5
Lowest unoccupied orbital energy (spin up / spin down) in eV: -1.38 / -0.79
HOMO energy (spin up / spin down) in Ha: -0.3026 / -0.3070
Net charge: 0
Calculated total energy in Eh: -5787.65972

Each line ends with the Löwdin spin population.
Cartesian coordinates (Å):
Mn  0.167  0.243  0.723  3.7117
C  -3.291  6.752  -2.713  0.0007
C  -1.910  6.210  -3.110  0.0013
C  -1.889  6.000  -4.623  0.0000
C  -0.842  7.252  -2.752  0.0006
C  -1.635  4.909  -2.355  0.0110
C  -1.446  3.694  -2.986  -0.0018
C  -1.208  2.556  -2.231  0.0140
Br  -0.966  0.931  -3.192  0.0032
C  -1.150  2.554  -0.844  0.0067
O  -0.878  1.406  -0.212  0.1481
C  -1.363  3.782  -0.179  0.0120
C  -1.585  4.909  -0.962  -0.0024
C  -1.333  3.905  1.355  0.0014
C  0.060  3.514  1.871  0.0063
C  -2.447  3.059  1.990  0.0002
C  -1.586  5.341  1.826  0.0003
H  -3.502  7.682  -3.249  0.0001
H  -3.348  6.960  -1.643  0.0000
H  -4.072  6.029  -2.958  0.0000
H  -2.076  6.953  -5.123  0.0000
H  -2.663  5.298  -4.944  0.0000
H  -0.921  5.627  -4.966  0.0000
H  -1.011  8.174  -3.315  0.0001
H  0.156  6.880  -2.994  0.0000
H  -0.860  7.501  -1.689  0.0000
H  -1.468  3.603  -4.062  -0.0003
H  -1.746  5.850  -0.457  -0.0003
H  0.358  2.515  1.556  0.0037
H  0.085  3.531  2.964  0.0005
H  0.806  4.218  1.496  0.0000
H  -2.328  2.000  1.822  -0.0004
H  -3.414  3.361  1.581  0.0000
H  -2.467  3.226  3.070  0.0000
H  -0.816  6.035  1.478  0.0000
H  -1.572  5.355  2.919  0.0000
H  -2.562  5.710  1.501  0.0001
O  -0.174  -1.825  2.089  0.0520
S  0.586  -0.767  2.756  0.0168
O  1.034  -0.955  4.083  -0.0009
O  1.684  -0.382  1.729  -0.0120
O  -0.279  0.514  2.534  0.0137
C  4.389  -3.615  2.972  0.0000
C  4.481  -2.753  1.740  -0.0001
C  4.491  -3.308  0.466  0.0000
C  4.574  -2.519  -0.674  -0.0001
C  4.621  -1.137  -0.552  0.0000
N  4.764  -0.266  -1.670  -0.0001
C  4.492  -0.503  -2.991  -0.0001
O  5.089  0.027  -3.904  -0.0001
N  3.458  -1.397  -3.240  -0.0009
C  2.284  -1.574  -2.511  -0.0007
C  1.437  -2.638  -2.798  0.0061
C  0.241  -2.768  -2.120  -0.0011
C  -0.083  -1.834  -1.156  0.0095
N  0.740  -0.815  -0.890  -0.0086
C  1.895  -0.685  -1.530  0.0070
C  4.599  -0.564  0.713  -0.0002
C  4.543  -1.365  1.839  -0.0003
H  4.528  -4.668  2.728  0.0000
H  3.413  -3.509  3.452  0.0000
H  5.145  -3.333  3.706  0.0000
H  4.456  -4.386  0.357  0.0000
H  4.626  -2.983  -1.649  0.0000
H  5.408  0.502  -1.562  0.0000
H  3.446  -1.680  -4.208  -0.0001
H  1.719  -3.355  -3.561  0.0003
H  -0.434  -3.588  -2.323  -0.0003
H  -1.012  -1.886  -0.605  0.0016
H  2.504  0.174  -1.282  0.0014
H  4.633  0.515  0.812  0.0000
H  4.529  -0.901  2.819  0.0000



Record 2
C27H33BrMnN5O4S2 as an isolated structure. Source: the Open Molecules 2025 dataset; level of theory: ωB97M-V/def2-TZVPD.

Calculated values
Multiplicity: 6
Lowest unoccupied orbital energy (spin up / spin down) in eV: 2.29 / 2.28
HOMO energy (spin up / spin down) in Ha: -0.1260 / -0.2041
Net charge: -1
Calculated total energy in Eh: -6144.89813

Each line ends with the Löwdin spin population.
Cartesian coordinates (Å):
Mn  -0.642  0.438  -0.133  3.9642
O  -1.443  3.912  0.815  -0.0017
S  -1.532  2.619  0.187  0.0125
O  -2.670  2.420  -0.694  0.0184
O  -0.273  2.280  -0.587  0.0602
O  -1.534  1.504  1.237  0.0039
N  0.224  -0.254  2.368  0.0224
N  0.611  -1.380  3.094  0.0028
C  1.079  -2.522  2.519  0.0008
N  1.649  -3.378  3.423  0.0006
S  0.967  -2.919  0.924  0.0059
H  0.948  0.455  2.404  0.0000
H  -0.650  0.117  2.714  0.0000
H  0.925  -1.210  4.039  0.0008
H  1.399  -3.295  4.397  0.0001
H  1.778  -4.312  3.076  0.0001
C  -0.731  1.789  -3.886  0.0003
C  -1.334  0.413  -3.921  0.0067
C  -2.331  0.132  -4.848  0.0005
C  -2.894  -1.130  -4.944  0.0017
C  -2.437  -2.139  -4.116  0.0003
C  -1.444  -1.897  -3.175  0.0061
C  -0.928  -3.019  -2.321  0.0023
C  -0.909  -0.605  -3.042  0.0221
N  0.051  -0.359  -2.024  0.2054
C  1.327  -0.124  -2.375  0.1994
C  1.794  -0.399  -3.785  0.0246
C  2.288  0.278  -1.424  0.1475
C  3.679  0.619  -1.915  0.0148
N  1.949  0.417  -0.151  0.2695
C  2.905  0.517  0.856  0.0225
C  2.860  1.577  1.801  0.0189
C  1.922  2.734  1.622  0.0052
C  3.719  1.574  2.892  -0.0014
C  4.647  0.563  3.086  0.0173
C  4.740  -0.437  2.136  -0.0004
C  3.913  -0.468  1.020  0.0207
C  4.152  -1.552  0.000  0.0016
H  -1.304  2.471  -4.513  -0.0001
H  0.302  1.775  -4.245  0.0004
H  -0.718  2.180  -2.875  0.0000
H  -2.669  0.923  -5.507  0.0002
H  -3.675  -1.325  -5.669  0.0001
H  -2.861  -3.134  -4.191  0.0002
H  -1.656  -3.828  -2.259  0.0000
H  -0.709  -2.657  -1.320  0.0013
H  0.002  -3.420  -2.736  -0.0001
H  0.973  -0.771  -4.392  -0.0003
H  2.584  -1.154  -3.774  0.0082
H  2.205  0.493  -4.263  0.0082
H  3.627  1.443  -2.631  0.0061
H  4.158  -0.225  -2.417  0.0039
H  4.311  0.931  -1.086  -0.0001
H  1.945  3.099  0.596  0.0010
H  2.187  3.547  2.299  0.0003
H  0.886  2.469  1.815  0.0017
H  3.663  2.394  3.601  -0.0003
H  5.303  0.574  3.948  0.0014
H  5.486  -1.218  2.248  -0.0003
H  4.371  -2.498  0.497  0.0000
H  5.011  -1.299  -0.630  0.0008
H  3.286  -1.693  -0.636  0.0010
Br  -6.030  -3.560  -0.097  0.0028
C  -4.443  -2.497  -0.033  0.0147
C  -4.298  -1.436  -0.903  -0.0064
C  -3.127  -0.692  -0.858  0.0039
C  -2.072  -0.997  0.014  -0.1161
C  -2.302  -2.039  0.911  0.0001
C  -3.465  -2.798  0.897  -0.0065
H  -5.083  -1.188  -1.605  -0.0010
H  -3.060  0.165  -1.518  0.0003
H  -1.550  -2.300  1.645  -0.0009
H  -3.606  -3.610  1.598  -0.0010



Record 3
C27H33ClNO6PdTe as an isolated structure. Source: the Open Molecules 2025 dataset; level of theory: ωB97M-V/def2-TZVPD.

Calculated values
Multiplicity: 2
Lowest unoccupied orbital energy (spin up / spin down) in eV: -1.17 / -1.15
HOMO energy (spin up / spin down) in Ha: -0.2987 / -0.3044
Net charge: 0
Calculated total energy in Eh: -2410.54640

Each line ends with the Löwdin spin population.
Cartesian coordinates (Å):
Pd  1.799  -0.951  1.807  0.7883
O  3.003  -2.668  3.100  0.0063
Cl  3.835  -1.494  3.307  0.0008
O  5.043  -1.831  3.986  -0.0008
O  4.148  -0.946  1.968  0.0118
O  3.082  -0.492  4.044  0.0013
C  -2.367  3.235  -5.184  0.0000
C  -1.711  2.518  -4.032  -0.0001
C  -0.410  2.039  -4.131  0.0003
C  0.212  1.386  -3.074  0.0004
C  1.626  0.868  -3.222  -0.0004
C  -0.507  1.205  -1.897  0.0055
Te  0.673  0.290  -0.265  -0.0046
N  -0.210  -0.202  1.580  0.0778
C  -0.722  -1.472  1.813  0.0108
O  0.033  -2.446  1.796  0.0682
C  -2.153  -1.656  2.181  0.0025
C  -3.072  -0.619  2.067  0.0011
C  -4.391  -0.814  2.449  0.0004
C  -4.792  -2.043  2.958  -0.0009
C  -3.872  -3.078  3.086  0.0002
C  -2.558  -2.887  2.694  0.0003
C  0.157  -1.600  -1.086  -0.0013
C  -1.175  -1.794  -1.443  -0.0005
C  -1.619  -3.044  -1.834  0.0001
C  -0.720  -4.102  -1.879  -0.0005
C  0.612  -3.890  -1.569  0.0003
C  1.080  -2.640  -1.161  -0.0005
C  2.541  -2.501  -0.817  -0.0016
C  -1.805  1.689  -1.751  0.0005
C  -2.593  1.559  -0.474  0.0014
C  -2.396  2.330  -2.838  0.0004
H  -1.645  3.465  -5.967  0.0000
H  -2.824  4.166  -4.848  0.0000
H  -3.155  2.618  -5.619  0.0000
H  0.141  2.179  -5.055  0.0000
H  2.044  1.151  -4.186  0.0000
H  1.648  -0.223  -3.147  -0.0001
H  2.282  1.269  -2.444  -0.0002
H  -2.744  0.339  1.697  0.0009
H  -5.108  -0.008  2.358  0.0000
H  -5.820  -2.191  3.264  -0.0001
H  -4.185  -4.029  3.496  0.0000
H  -1.822  -3.676  2.781  0.0004
H  -1.873  -0.967  -1.405  0.0000
H  -2.660  -3.191  -2.094  0.0000
H  -1.058  -5.094  -2.153  0.0000
H  1.314  -4.715  -1.628  0.0000
H  3.146  -3.066  -1.527  -0.0001
H  2.735  -2.916  0.171  -0.0004
H  2.886  -1.468  -0.841  -0.0006
H  -1.989  1.131  0.320  0.0012
H  -3.471  0.924  -0.617  0.0000
H  -2.947  2.537  -0.143  0.0000
H  -3.412  2.702  -2.741  0.0000
C  4.235  1.875  0.369  -0.0001
C  3.675  2.206  1.733  0.0011
O  2.371  1.644  1.836  0.0278
C  1.624  2.125  2.966  0.0008
C  0.526  3.060  2.497  0.0005
H  5.246  2.273  0.275  0.0000
H  3.613  2.313  -0.416  -0.0001
H  4.276  0.793  0.242  0.0000
H  3.614  3.291  1.871  0.0008
H  4.309  1.782  2.516  0.0001
H  2.304  2.632  3.653  0.0000
H  1.205  1.261  3.470  0.0003
H  0.946  3.881  1.912  0.0000
H  -0.012  3.475  3.351  0.0001
H  -0.182  2.506  1.876  0.0001



Record 4
C27H33F9N6O2ReS3 as an isolated structure. Source: the Open Molecules 2025 dataset; level of theory: ωB97M-V/def2-TZVPD.

Calculated values
Multiplicity: 2
Lowest unoccupied orbital energy (spin up / spin down) in eV: -8.23 / -8.04
HOMO energy (spin up / spin down) in Ha: -0.4651 / -0.4658
Net charge: +2
Calculated total energy in Eh: -3698.85659

Each line ends with the Löwdin spin population.
Cartesian coordinates (Å):
Re  1.269  -0.483  -0.831  0.8811
S  -0.111  1.289  -1.546  -0.0074
C  -1.655  1.082  -0.826  0.0180
N  -2.614  1.976  -1.031  0.0792
C  -3.954  1.711  -0.545  0.0056
C  -3.906  0.943  0.772  0.0010
N  -3.024  -0.204  0.671  -0.0010
C  -3.332  -1.417  1.388  -0.0004
C  -3.751  -2.523  0.439  -0.0002
C  -3.252  -3.809  0.590  -0.0001
C  -3.717  -4.830  -0.221  0.0000
C  -4.658  -4.568  -1.204  0.0000
C  -5.130  -3.277  -1.381  0.0000
C  -4.680  -2.259  -0.561  -0.0001
C  -1.916  -0.110  -0.057  0.0006
S  -0.780  -1.401  -0.061  -0.0210
C  -2.349  3.265  -1.631  0.0058
C  -2.223  4.305  -0.535  0.0046
C  -1.295  4.125  0.485  0.0024
C  -1.192  5.058  1.501  0.0003
C  -2.013  6.174  1.509  0.0006
C  -2.910  6.374  0.473  0.0004
C  -3.028  5.435  -0.538  0.0008
H  -4.501  1.140  -1.306  0.0033
H  -4.471  2.662  -0.398  0.0005
H  -4.910  0.601  1.025  0.0001
H  -3.553  1.596  1.581  -0.0001
H  -4.139  -1.205  2.092  0.0000
H  -2.449  -1.743  1.945  -0.0002
H  -2.519  -4.021  1.353  0.0000
H  -3.348  -5.833  -0.079  0.0000
H  -5.025  -5.366  -1.828  0.0000
H  -5.859  -3.066  -2.146  0.0000
H  -5.071  -1.261  -0.692  0.0001
H  -3.168  3.522  -2.304  0.0011
H  -1.424  3.211  -2.208  0.0006
H  -0.640  3.265  0.480  0.0018
H  -0.471  4.915  2.291  0.0000
H  -1.952  6.885  2.318  0.0000
H  -3.523  7.261  0.452  0.0001
H  -3.727  5.597  -1.344  0.0000
C  4.305  -2.319  3.466  0.0000
N  3.358  -2.746  2.458  -0.0001
C  2.040  -2.801  2.631  -0.0011
S  1.080  -3.474  1.397  -0.0098
N  1.491  -2.332  3.745  -0.0009
C  0.085  -2.376  4.051  -0.0001
H  5.313  -2.550  3.137  0.0000
H  4.132  -2.855  4.402  0.0000
H  4.239  -1.243  3.648  0.0000
H  3.706  -3.065  1.568  0.0001
H  2.093  -1.939  4.454  0.0000
H  -0.432  -2.890  3.243  -0.0001
H  -0.308  -1.363  4.154  0.0000
H  -0.085  -2.917  4.982  0.0000
N  2.810  -2.763  -2.882  0.0012
C  3.327  -2.548  -1.667  0.0034
N  4.629  -2.824  -1.482  0.0002
O  2.604  -2.197  -0.700  0.0474
H  3.363  -3.116  -3.645  0.0000
H  1.820  -2.651  -3.028  0.0003
H  5.222  -3.047  -2.267  0.0001
H  5.095  -2.482  -0.657  0.0001
F  2.565  0.292  -4.218  -0.0001
C  3.024  1.433  -3.687  -0.0008
F  1.961  2.234  -3.560  -0.0005
F  3.869  1.983  -4.537  -0.0002
C  3.645  1.110  -2.296  -0.0013
O  2.990  0.075  -1.746  -0.0171
C  5.125  0.674  -2.483  -0.0002
F  5.560  0.082  -1.363  0.0000
F  5.946  1.663  -2.772  -0.0001
F  5.205  -0.254  -3.442  0.0000
C  3.601  2.364  -1.386  -0.0003
F  3.952  3.474  -2.005  -0.0001
F  2.349  2.528  -0.919  0.0004
F  4.369  2.199  -0.313  -0.0001
C  1.657  0.304  1.153  -0.0079
H  1.605  1.391  1.158  0.0075
H  2.678  0.006  1.395  0.0044
H  0.987  -0.078  1.922  -0.0015